[1]
Entry from the Open Molecules 2025 dataset: a structure of composition H14O7 (wB97M-V/def2-TZVPD).

```
21
Properties=species:S:1:pos:R:3:forces:R:3:lowdin_charge:R:1
O -1.660 0.272 0.668 -11.167 -0.642 -5.951 0.064
H -2.303 0.950 0.458 -0.194 0.805 0.231 0.184
H -2.033 -0.532 0.307 -0.578 -0.148 -0.909 0.148
O 1.377 0.719 -2.663 1.134 3.441 -1.767 -0.067
H 2.022 0.260 -3.201 0.085 0.194 -0.241 0.035
H 0.908 0.022 -2.204 0.502 1.971 -0.744 -0.168
O -1.730 -1.215 2.536 -1.213 -2.744 0.371 -0.048
H -1.422 -0.366 2.853 0.159 0.283 0.398 -0.006
H -1.695 -1.143 1.583 0.060 -1.027 1.828 -0.012
O 2.140 1.269 -0.149 3.665 2.357 0.413 -0.093
H 1.189 1.164 -0.186 0.704 0.422 -0.126 -0.084
H 2.471 0.395 0.057 -0.099 0.135 0.136 0.023
O 0.686 -1.183 -2.024 -1.662 -6.091 0.027 0.023
H 1.516 -1.614 -1.819 0.478 -0.051 0.195 0.130
H 0.019 -1.747 -1.632 -0.266 -0.796 -0.040 0.110
O 0.335 0.117 -0.026 -0.236 -2.872 -0.545 -0.041
H 0.016 -0.222 -0.863 0.068 0.487 0.373 0.039
H -0.436 0.121 0.540 3.673 -0.957 -3.808 -0.110
O -0.525 0.739 2.267 3.403 3.151 4.154 -0.034
H -0.766 0.411 1.401 0.949 1.788 5.528 -0.186
H -0.108 1.584 2.096 0.535 0.295 0.477 0.094
```
Forces are in eV/Å.

Results
**Energy relative to the best compared isomer or geometry (same formula, charge and spin)**: 260.0 kcal per mole
**HOMO**: -8.9832 eV
**LUMO level**: -0.882 eV
**Spin multiplicity**: 1


[2]
Entry from the Open Molecules 2025 dataset: a cluster of 9 separate species, C32H78Br4O14 in total (wB97M-V/def2-TZVPD).

```
128
Properties=species:S:1:pos:R:3:forces:R:3:lowdin_charge:R:1
Br -4.074 -2.609 3.348 -0.015 0.208 -0.044 0.671
C -3.523 -0.889 4.082 0.601 -0.029 -0.044 -0.674
C -4.318 0.303 3.606 -0.663 -0.707 -0.488 -0.611
Br -4.114 0.671 1.671 -0.120 -0.147 0.474 0.697
H -2.467 -0.745 3.813 -0.343 -0.198 0.103 0.056
H -3.581 -1.053 5.167 -0.142 0.425 -0.329 0.058
H -3.950 1.191 4.068 0.214 0.511 0.381 0.007
H -5.397 0.204 3.756 0.284 -0.076 -0.011 0.064
Br -0.193 -1.593 -1.301 -0.523 0.565 0.478 0.681
C -1.141 0.082 -0.621 1.719 -1.407 -0.400 -0.530
C -0.747 0.342 0.792 -0.475 0.655 0.564 -0.730
Br 1.099 0.807 1.147 0.257 -0.220 -0.247 0.647
H -2.169 -0.185 -0.647 -0.818 -0.061 -0.109 -0.005
H -0.859 0.772 -1.401 -0.086 0.555 0.197 0.027
H -1.011 -0.499 1.454 0.145 0.457 -0.334 0.056
H -1.280 1.256 1.100 0.011 -0.504 0.051 0.017
C 4.931 0.053 -2.120 -2.046 1.584 0.962 -0.096
O 4.115 -0.293 -3.212 -0.411 0.108 -0.399 -0.184
C 2.732 -0.335 -2.887 0.065 -0.119 1.228 -0.244
C 1.929 -0.457 -4.141 0.930 -0.626 0.455 -0.249
O 1.968 0.756 -4.827 0.462 0.288 -0.887 -0.197
C 1.966 0.586 -6.239 -1.807 0.933 -0.038 -0.103
H 5.045 -0.783 -1.433 0.507 -0.118 0.055 0.069
H 4.344 0.859 -1.545 1.031 -0.858 -0.384 0.104
H 5.835 0.529 -2.475 0.345 -0.398 -0.046 0.085
H 2.412 0.544 -2.243 0.410 -0.665 -0.772 0.121
H 2.505 -1.239 -2.285 0.217 0.300 -0.011 0.073
H 0.933 -0.800 -3.870 -0.419 0.246 -0.215 0.078
H 2.429 -1.270 -4.688 -0.194 0.178 -0.315 0.135
H 2.841 0.065 -6.683 -0.368 0.537 0.466 0.101
H 1.717 1.599 -6.666 1.030 -0.866 0.222 0.100
H 1.031 0.050 -6.464 0.368 -0.486 -0.372 0.076
C -4.978 2.110 -2.734 -1.643 1.615 -0.293 -0.104
O -5.044 3.068 -1.691 0.283 0.830 -0.230 -0.205
C -4.030 4.083 -1.759 0.226 -0.995 0.524 -0.192
C -4.510 5.341 -1.069 0.150 0.047 -0.069 -0.203
O -5.412 6.009 -1.957 0.198 -0.265 0.754 -0.186
C -6.402 6.767 -1.292 0.928 0.841 0.212 -0.116
H -5.658 1.351 -2.364 0.344 -0.626 -0.418 0.087
H -3.975 1.815 -2.970 0.634 -0.594 0.158 0.057
H -5.422 2.563 -3.665 0.358 -0.453 0.575 0.105
H -3.778 4.393 -2.777 -0.085 -0.365 -0.246 0.125
H -3.147 3.582 -1.292 -0.149 1.019 -0.250 0.125
H -3.665 6.016 -0.867 0.017 -0.198 0.025 0.126
H -4.963 5.077 -0.101 -0.223 0.116 -0.246 0.125
H -6.945 6.148 -0.589 -0.303 -0.126 0.219 0.081
H -7.037 7.126 -2.079 -0.586 0.149 -0.238 0.076
H -6.010 7.686 -0.751 -0.100 -1.024 -0.458 0.103
C -1.445 1.245 -4.499 0.071 -0.304 0.026 -0.114
O -0.727 1.642 -3.369 1.747 0.778 0.159 -0.232
C -0.076 2.947 -3.581 -1.844 -0.590 -0.872 -0.154
C 0.512 3.400 -2.284 -0.092 0.068 0.816 -0.185
O -0.551 3.629 -1.339 -0.003 0.011 -0.376 -0.209
C -0.062 4.238 -0.158 0.341 -0.499 -0.418 -0.111
H -1.951 0.301 -4.269 -0.043 0.228 0.047 0.094
H -0.825 1.074 -5.388 0.155 0.131 0.117 0.080
H -2.151 2.036 -4.703 -0.680 0.114 -0.501 0.076
H -0.945 3.568 -3.905 0.746 0.284 0.301 0.129
H 0.654 2.941 -4.422 -0.257 -0.371 0.720 0.130
H 1.131 4.320 -2.365 -0.354 -0.420 -0.292 0.139
H 1.167 2.588 -1.925 -0.058 0.220 0.122 0.116
H 0.314 5.229 -0.367 -0.039 0.583 -0.019 0.084
H 0.772 3.645 0.170 0.569 -0.256 0.594 0.039
H -0.799 4.260 0.644 -0.284 -0.030 -0.340 0.082
C 7.877 -3.873 0.494 -0.325 0.198 -0.656 -0.097
O 7.600 -2.472 0.619 0.188 -1.175 -0.575 -0.193
C 7.517 -2.058 1.944 -0.265 0.477 0.272 -0.223
C 6.995 -0.600 1.919 -0.046 -2.112 -0.515 -0.175
O 5.590 -0.677 1.784 0.483 0.374 -0.443 -0.206
C 4.969 -0.652 3.018 0.165 -0.236 0.698 -0.133
H 7.132 -4.484 1.023 0.074 0.194 0.001 0.093
H 8.881 -4.158 0.822 0.057 0.285 0.262 0.085
H 7.804 -4.122 -0.573 -0.040 0.133 0.343 0.081
H 8.508 -2.108 2.412 0.052 -0.056 0.179 0.122
H 6.803 -2.721 2.513 0.559 0.649 -0.288 0.138
H 7.347 -0.096 1.028 0.413 0.108 -0.041 0.127
H 7.351 -0.137 2.824 -0.244 0.731 0.445 0.113
H 5.160 0.314 3.473 -0.795 0.580 0.182 0.089
H 5.400 -1.336 3.754 0.161 -0.559 -0.139 0.087
H 3.947 -0.961 2.855 -0.467 0.481 0.259 0.078
C -2.314 3.646 3.683 0.392 0.873 0.565 -0.086
O -2.729 2.763 4.725 0.602 -0.554 -1.605 -0.219
C -2.792 3.405 5.937 -1.122 -0.104 1.968 -0.216
C -3.353 2.411 7.043 0.870 1.129 -1.521 -0.184
O -3.382 3.064 8.305 0.235 -0.996 -0.689 -0.166
C -3.966 2.173 9.231 -0.136 0.148 0.615 -0.126
H -1.263 4.049 3.754 -0.803 -0.695 0.341 0.112
H -2.976 4.507 3.693 -0.145 0.407 0.053 0.085
H -2.446 3.211 2.715 -0.024 -0.819 -0.395 0.046
H -3.405 4.319 5.839 -0.192 -0.304 0.335 0.132
H -1.835 3.733 6.255 1.265 0.364 0.366 0.111
H -2.715 1.486 7.050 -0.489 0.713 0.106 0.139
H -4.357 2.169 6.696 -0.288 -0.364 0.249 0.117
H -3.530 1.184 9.288 0.684 -0.298 -0.439 0.081
H -5.004 1.993 8.988 -0.577 0.194 0.028 0.084
H -3.859 2.572 10.233 -0.189 0.389 0.031 0.089
C 6.256 -7.055 -1.767 0.220 -1.016 1.711 -0.120
O 5.993 -5.749 -1.336 0.075 -0.026 -0.413 -0.206
C 4.844 -5.182 -1.913 -0.182 0.683 0.401 -0.199
C 4.538 -3.873 -1.176 -0.683 -0.417 -0.389 -0.192
O 3.870 -4.147 0.053 -0.302 0.634 -0.642 -0.174
C 3.285 -2.964 0.597 0.875 -0.109 0.932 -0.101
H 6.747 -7.167 -2.736 -0.419 0.267 -0.265 0.086
H 5.366 -7.710 -1.623 0.288 0.401 -0.645 0.097
H 6.960 -7.448 -1.014 0.023 0.063 -0.363 0.089
H 3.983 -5.863 -1.787 0.147 0.180 -0.128 0.130
H 4.990 -4.969 -2.989 0.008 -0.118 0.269 0.131
H 3.887 -3.285 -1.858 0.188 -0.020 0.388 0.121
H 5.441 -3.305 -0.948 0.203 0.055 -0.269 0.112
H 4.011 -2.122 0.672 -0.287 -0.556 -0.162 0.079
H 3.000 -3.262 1.602 -0.008 0.151 0.267 0.086
H 2.375 -2.600 0.134 -0.172 -0.166 -0.742 0.039
C -3.266 -6.148 -1.053 1.056 -0.579 -0.309 -0.135
O -4.086 -5.093 -0.627 0.858 -0.137 -0.126 -0.157
C -3.264 -3.983 -0.279 0.163 0.154 -0.489 -0.228
C -4.172 -2.792 -0.205 -0.877 0.267 0.348 -0.258
O -4.693 -2.422 -1.465 0.328 0.035 -0.690 -0.185
C -3.883 -1.457 -2.139 -0.536 0.114 1.280 -0.102
H -2.550 -5.830 -1.849 -0.203 0.064 0.676 0.095
H -3.809 -6.943 -1.530 -0.926 -0.151 -0.061 0.072
H -2.710 -6.655 -0.230 -0.117 0.633 -0.262 0.097
H -2.441 -3.841 -1.011 -0.510 -0.018 0.011 0.097
H -2.751 -4.135 0.666 -0.034 -0.185 0.489 0.111
H -3.744 -1.938 0.358 0.040 -0.316 -0.436 0.056
H -5.065 -3.104 0.350 0.223 0.040 0.160 0.118
H -4.152 -1.434 -3.212 0.250 -0.019 0.642 0.101
H -2.818 -1.687 -1.944 -0.416 0.154 -0.644 0.015
H -4.146 -0.498 -1.622 0.483 -0.201 -0.821 0.075
```
Forces are in eV/Å.

Results
**Energy relative to the best compared isomer or geometry (same formula, charge and spin)**: 16.0 kcal per mole
**HOMO**: -9.2570 eV
**LUMO level**: 0.323 eV
**Spin multiplicity**: 1


[3]
Entry from the Open Molecules 2025 dataset: the ion C37H54N2P with charge +1 (wB97M-V/def2-TZVPD).

```
94
Properties=species:S:1:pos:R:3:forces:R:3:lowdin_charge:R:1
C 2.295 -0.937 5.504 0.037 -0.032 -0.015 -0.108
C 2.377 -0.769 3.990 0.287 0.004 -0.158 -0.262
C 1.604 0.442 3.438 0.276 0.446 0.098 -0.221
C 0.860 0.177 2.104 -0.084 -0.483 0.116 -0.245
P 1.092 1.299 0.685 1.867 0.844 0.896 1.099
C 2.302 0.874 -0.624 0.099 -0.209 -0.601 -0.232
C 3.100 -0.451 -0.546 -0.009 -0.468 -0.173 -0.208
C 4.632 -0.251 -0.530 0.082 0.104 0.242 -0.262
C 5.484 -1.278 -1.288 -0.065 0.074 0.087 -0.107
C 1.715 2.875 1.391 -0.397 0.244 0.029 -0.252
C 3.235 3.048 1.435 0.297 -0.250 -0.130 -0.250
C 3.685 4.409 1.983 -0.062 -0.225 0.089 -0.246
C 2.999 5.570 1.265 0.075 -0.004 0.104 -0.105
H 2.953 -1.751 5.819 -0.131 0.074 0.028 0.077
H 2.626 -0.033 6.020 -0.027 -0.004 -0.030 0.078
H 1.280 -1.166 5.842 0.063 0.025 -0.078 0.077
H 3.435 -0.633 3.733 -0.119 -0.176 -0.100 0.107
H 2.053 -1.690 3.490 -0.021 0.116 0.137 0.105
H 0.863 0.779 4.182 0.182 -0.165 -0.287 0.120
H 2.303 1.283 3.331 -0.195 -0.241 0.118 0.083
H 1.054 -0.842 1.735 -0.176 0.185 0.189 0.092
H -0.213 0.243 2.351 0.513 0.035 -0.442 0.075
H 1.744 0.862 -1.571 0.018 0.014 0.512 0.073
H 2.984 1.728 -0.757 -0.304 -0.347 0.365 0.077
H 2.797 -1.043 0.330 0.112 0.109 -0.187 0.095
H 2.806 -1.061 -1.416 0.155 0.188 0.268 0.118
H 4.867 0.745 -0.935 -0.032 -0.190 0.110 0.103
H 4.965 -0.255 0.519 -0.031 0.192 -0.213 0.106
H 6.540 -1.046 -1.106 -0.176 -0.109 -0.111 0.075
H 5.312 -2.304 -0.946 -0.064 0.166 -0.050 0.077
H 5.316 -1.235 -2.371 -0.058 -0.031 0.215 0.077
H 1.280 3.672 0.775 0.146 -0.177 0.143 0.063
H 1.269 2.984 2.393 0.096 -0.015 -0.243 0.116
H 3.709 2.227 1.993 -0.042 0.178 -0.042 0.108
H 3.628 2.973 0.413 -0.057 0.080 0.224 0.095
H 3.498 4.457 3.063 -0.005 0.050 -0.138 0.113
H 4.775 4.470 1.854 -0.232 0.011 0.035 0.114
H 3.508 6.510 1.495 -0.142 -0.068 -0.054 0.079
H 3.026 5.419 0.178 -0.021 0.095 0.171 0.078
H 1.951 5.661 1.575 0.210 0.065 -0.128 0.069
C -1.124 -5.803 -5.038 -0.087 -0.046 0.191 -0.061
N -0.856 -4.396 -5.258 0.034 -0.302 -0.391 -0.197
C -0.232 -4.052 -6.516 0.025 0.215 -0.083 -0.064
C -1.138 -3.447 -4.324 -0.096 0.048 0.281 -0.228
C -0.842 -2.078 -4.563 -0.007 -0.225 0.069 -0.015
C -1.046 -1.135 -3.571 -0.188 -0.467 0.358 -0.031
C -1.547 -1.503 -2.299 -0.049 -0.306 -0.649 -0.193
C -1.590 -0.554 -1.168 0.500 0.725 0.115 -0.120
C -0.687 0.475 -1.151 -0.723 -0.860 -0.011 -0.064
C -0.474 1.531 -0.097 -2.314 1.060 -1.326 -0.334
C -0.521 2.993 -0.651 -0.195 -0.351 0.246 -0.229
C -1.109 4.006 0.128 0.452 -0.100 -0.018 -0.047
C -0.758 5.343 -0.083 -0.161 -0.180 -0.263 -0.073
C 0.098 5.675 -1.140 0.105 -0.062 0.066 -0.085
C 0.554 4.681 -2.008 -0.282 -0.166 -0.091 -0.062
C 0.201 3.340 -1.795 0.229 0.338 0.254 -0.046
C -2.612 -0.822 -0.117 -0.014 -0.454 0.208 -0.196
C -2.275 -0.889 1.241 -0.100 0.037 -0.366 -0.053
C -3.219 -1.106 2.234 -0.207 -0.266 -0.149 -0.011
C -4.545 -1.458 1.876 0.284 0.273 -0.081 -0.226
N -5.454 -1.782 2.837 -0.306 0.041 0.299 -0.197
C -6.804 -2.177 2.494 -0.043 -0.041 -0.266 -0.060
C -5.081 -1.858 4.237 0.235 0.053 -0.018 -0.063
C -4.881 -1.483 0.494 0.124 -0.039 0.204 -0.005
C -3.938 -1.169 -0.470 0.323 0.289 0.212 -0.026
C -1.917 -2.854 -2.106 0.267 0.504 -0.035 -0.028
C -1.726 -3.809 -3.084 0.172 0.099 -0.323 -0.011
H -2.187 -5.992 -4.825 0.213 0.010 -0.075 0.093
H -0.848 -6.334 -5.954 -0.183 -0.027 0.388 0.082
H -0.527 -6.202 -4.204 -0.137 0.027 -0.141 0.096
H 0.685 -3.469 -6.355 -0.094 -0.148 -0.118 0.090
H 0.020 -4.986 -7.026 0.056 0.401 -0.019 0.082
H -0.905 -3.467 -7.162 0.155 -0.096 0.074 0.098
H -0.437 -1.778 -5.532 -0.220 -0.024 0.385 0.098
H -0.815 -0.094 -3.792 -0.099 -0.208 0.056 0.110
H -0.065 0.586 -2.038 -0.088 -0.231 0.317 0.071
H -1.262 1.436 0.664 0.206 0.025 -0.019 0.122
H -1.802 3.736 0.929 0.376 0.072 -0.074 0.122
H -1.133 6.120 0.588 0.023 -0.262 -0.325 0.115
H 0.400 6.713 -1.292 -0.093 -0.340 0.055 0.113
H 1.198 4.933 -2.855 -0.317 -0.010 0.249 0.113
H 0.510 2.573 -2.507 0.143 0.254 0.301 0.109
H -1.221 -0.874 1.508 -0.498 0.183 -0.108 0.075
H -2.925 -1.048 3.282 -0.044 -0.231 -0.344 0.095
H -7.258 -1.447 1.810 -0.035 -0.147 0.225 0.089
H -6.822 -3.163 2.002 -0.093 0.180 0.121 0.099
H -7.391 -2.223 3.417 0.031 0.006 -0.396 0.085
H -4.221 -2.529 4.383 -0.216 0.048 0.040 0.092
H -4.806 -0.873 4.644 -0.115 -0.181 -0.056 0.093
H -5.939 -2.247 4.794 0.368 0.118 -0.031 0.085
H -5.886 -1.771 0.187 0.353 0.095 0.052 0.100
H -4.215 -1.218 -1.525 0.054 0.094 0.284 0.128
H -2.322 -3.166 -1.144 0.076 0.103 -0.219 0.119
H -2.011 -4.844 -2.891 0.135 0.369 -0.050 0.100
```
Forces are in eV/Å.

Results
**HOMO**: -9.2071 eV
**LUMO level**: -1.711 eV
**Charge**: +1
**Spin multiplicity**: 1


> The lowest HOMO belongs to which entry?

C32H78Br4O14


> Among the records above, which one has the highest LUMO level?

C32H78Br4O14